Record 1
A 2-piece molecular cluster, C2H5NO2S overall. Source: the OMol25 dataset; level of theory: the ωB97M-V functional and the def2-TZVPD basis.

```
11
Properties=species:S:1:pos:R:3:nbo_charge:R:1
S 3.5642 -0.5447 0.2336 1.396
O 2.0784 -1.3115 0.4809 -0.963
O 3.4367 0.4998 -0.7295 -0.941
N -0.6731 -0.8733 -0.0204 -0.380
C -2.7300 0.6678 -0.3725 -0.735
C -1.6519 -0.3216 -0.2231 0.333
H -3.6931 0.1786 -0.5765 0.264
H -2.9035 1.1854 0.6121 0.261
H 1.2887 -1.3119 -0.0047 0.532
H 3.5750 0.3518 1.5573 -0.038
H -2.2914 1.4795 -0.9572 0.270
```

energy relative to the best compared isomer or geometry (same formula, charge and spin) = 2.783 eV
energy = -18572.7866 eV
lowest unoccupied orbital energy = 0.019 hartree
Kohn-Sham gap = 9.71 eV
2S+1 = 1
maximum force = 4.9 eV/Å



Record 2
C5H7NO as an isolated structure. Source: the OMol25 dataset; level of theory: the ωB97M-V functional and the def2-TZVPD basis.

```
14
Properties=species:S:1:pos:R:3:nbo_charge:R:1
O -0.7391 -0.0796 -0.2288 -0.487
N 1.5701 -0.4263 0.1471 -0.848
C 0.7566 1.0182 2.7445 -0.440
C 0.4500 0.0971 0.1443 0.726
C -0.0813 1.0577 1.7274 -0.279
C -0.6489 -1.1045 -1.7164 0.093
C -1.4194 -0.8171 -2.7478 -0.455
H -1.9919 0.1060 -2.7819 0.230
H 1.6611 0.4155 2.7111 0.205
H -0.0312 -1.9824 -1.5777 0.219
H -1.5685 -1.5364 -3.5538 0.234
H 0.6598 1.7141 3.5796 0.198
H -1.0544 1.5273 1.6937 0.191
H 2.4372 0.0104 -0.1414 0.415
```

energy relative to the best compared isomer or geometry (same formula, charge and spin) = 6.076 eV
energy = -8830.1267 eV
lowest unoccupied orbital energy = 0.029 hartree
Kohn-Sham gap = 8.89 eV
2S+1 = 1
maximum force = 7.1 eV/Å



> Which of these has the lowest lowest unoccupied orbital energy?

C2H5NO2S



> Which value of energy relative to the best compared isomer or geometry (same formula, charge and spin) does entry 2 give?

6.076 eV



> Which of these has the highest Kohn-Sham gap?

C2H5NO2S



> Number 1 is which compound?

C2H5NO2S